63
Properties=species:S:1:pos:R:3 method="wB97M-V/def2-TZVPD" homo_lumo_gap_ha=0.1930 e_homo_ev=-1.4 spin_multiplicity=1 charge=-2
Li -2.039 0.441 -0.968
O -5.872 -1.173 -2.169
C -6.117 -1.935 -1.091
C -7.323 -2.640 -1.038
C -7.621 -3.436 0.051
C -6.723 -3.547 1.109
C -5.528 -2.850 1.057
C -5.201 -2.041 -0.029
C -3.907 -1.291 -0.074
O -3.691 -0.540 -1.096
N -3.098 -1.475 0.938
N -1.923 -0.740 0.795
C -1.174 -0.807 1.819
S 0.433 -0.106 1.838
C 0.471 0.036 3.638
C -0.100 -1.259 4.189
S -1.646 -1.632 3.310
H -4.974 -0.754 -1.979
H -8.008 -2.537 -1.870
H -8.563 -3.973 0.077
H -6.956 -4.168 1.965
H -4.808 -2.913 1.863
H -0.136 0.897 3.918
H 1.504 0.208 3.936
H -0.342 -1.161 5.249
H 0.603 -2.082 4.056
S 2.004 3.761 -0.515
C 0.901 3.302 0.749
C 1.499 3.208 2.059
N 2.001 3.143 3.098
C -0.423 2.966 0.653
S -1.382 2.817 -0.801
C -1.135 2.736 1.880
N -1.725 2.555 2.857
C 6.218 3.335 -0.506
C 5.220 2.189 -0.482
S 5.395 1.201 -1.951
O 5.010 2.002 -3.091
O 6.706 0.585 -1.967
C 4.179 -0.105 -1.775
C 2.894 0.416 -1.146
N 1.697 -0.358 -1.466
C 0.659 0.148 -2.175
N -0.418 -0.634 -2.088
C -0.055 -1.701 -1.336
C 1.246 -1.561 -0.950
N 1.997 -2.423 -0.120
O 1.490 -3.486 0.191
O 3.108 -2.059 0.243
C 0.772 1.376 -3.004
H 6.078 3.942 0.387
H 6.047 3.968 -1.375
H 7.244 2.967 -0.531
H 4.189 2.567 -0.447
H 5.385 1.519 0.365
H 4.629 -0.908 -1.196
H 4.018 -0.444 -2.800
H 2.669 1.433 -1.474
H 2.984 0.473 -0.064
H -0.736 -2.493 -1.073
H 1.618 1.284 -3.691
H 0.906 2.270 -2.387
H -0.152 1.485 -3.565



50
Properties=species:S:1:pos:R:3 method="wB97M-V/def2-TZVPD" homo_lumo_gap_ha=0.3239 e_homo_ev=-8.4 spin_multiplicity=1 smiles="C=CCn1c(SCc2cc(C(C)=O)ccc2OCC)nc2ccccc2c1=O"
C 1.704 2.949 3.182
C 2.288 1.942 2.562
C 2.242 0.522 3.040
N 1.685 -0.348 2.012
C 0.346 -0.425 1.790
S -0.747 0.489 2.848
C -1.420 1.707 1.625
C -1.683 1.114 0.289
C -2.857 0.429 0.041
C -3.109 -0.145 -1.203
C -4.332 -0.920 -1.519
C -5.339 -1.096 -0.408
O -4.509 -1.399 -2.618
C -2.149 0.002 -2.204
C -0.970 0.677 -1.976
C -0.709 1.226 -0.723
O 0.428 1.881 -0.380
C 1.391 2.208 -1.367
C 2.368 1.074 -1.660
N -0.220 -1.117 0.877
C 0.562 -1.824 0.008
C -0.038 -2.546 -1.029
C 0.747 -3.257 -1.906
C 2.136 -3.270 -1.771
C 2.741 -2.564 -0.757
C 1.961 -1.832 0.141
C 2.586 -1.045 1.198
O 3.783 -0.954 1.384
H 1.767 3.958 2.811
H 1.144 2.805 4.091
H 2.841 2.094 1.645
H 3.261 0.161 3.218
H 1.650 0.431 3.952
H -2.333 2.060 2.101
H -0.684 2.507 1.570
H -3.572 0.343 0.845
H -5.709 -0.126 -0.082
H -4.876 -1.597 0.439
H -6.171 -1.694 -0.771
H -2.345 -0.439 -3.170
H -0.249 0.752 -2.774
H 0.892 2.541 -2.285
H 1.932 3.060 -0.942
H 2.925 0.811 -0.765
H 1.848 0.185 -2.011
H 3.072 1.395 -2.424
H -1.113 -2.523 -1.117
H 0.285 -3.813 -2.707
H 2.736 -3.837 -2.468
H 3.813 -2.553 -0.632



50
Properties=species:S:1:pos:R:3 method="wB97M-V/def2-TZVPD" homo_lumo_gap_ha=0.3047 e_homo_ev=-7.8 spin_multiplicity=1 smiles=Oc1ccc(O)cc1.Oc1ccc(O)cc1.c1ccncc1.c1ccncc1
O 5.817 -0.819 -0.301
C 5.298 0.336 -0.842
C 5.410 0.439 -2.281
C 4.931 1.818 -2.822
C 4.541 2.920 -2.022
O 4.215 4.177 -2.530
C 4.580 2.659 -0.662
C 4.885 1.451 -0.116
H 6.080 -0.769 0.604
H 5.633 -0.391 -3.040
H 4.889 1.708 -3.946
H 3.589 4.580 -2.002
H 4.025 3.476 -0.165
H 4.799 1.333 0.919
O 2.969 -2.323 -0.671
C 1.944 -2.401 0.218
C 0.767 -3.063 -0.382
C -0.533 -2.931 0.316
C -0.549 -2.115 1.536
O -1.796 -1.976 2.204
C 0.631 -1.665 2.083
C 1.896 -1.716 1.452
H 3.795 -1.773 -0.578
H 0.848 -3.801 -1.297
H -1.323 -3.246 -0.170
H -2.551 -2.516 1.872
H 0.669 -1.155 2.917
H 2.624 -1.023 1.848
C -5.480 -1.168 -0.017
C -5.651 -2.503 -0.621
C -4.591 -3.030 -1.408
N -3.479 -2.280 -1.676
C -3.438 -0.995 -1.163
C -4.344 -0.452 -0.340
H -6.354 -0.853 0.489
H -6.555 -3.029 -0.674
H -4.811 -3.921 -1.994
H -2.522 -0.387 -1.535
H -4.007 0.464 0.081
C -2.711 2.539 2.728
C -1.909 1.454 2.256
C -1.561 1.525 0.899
N -2.068 2.232 -0.046
C -2.911 3.241 0.431
C -3.238 3.409 1.757
H -2.847 2.917 3.601
H -1.333 0.747 2.912
H -0.905 0.807 0.649
H -3.478 3.787 -0.406
H -3.893 4.282 1.934



| no. | DFT total energy (a.u.) |
| --- | --- |
| 1 | -3684.85460 |
| 2 | -1584.97445 |
| 3 | -1261.78474 |